This record from OMol25 describes 13 unconnected molecules or ions with the total composition H26O13. The level of theory is ωB97M-V/def2-TZVPD.

```
39
Properties=species:S:1:pos:R:3:forces:R:3
O 1.75738 -0.30703 2.89033 0.9823 -0.7417 1.3261
O -0.77162 2.27097 2.64433 -1.6851 0.9893 1.8909
O 2.29638 -1.45103 -1.09867 -0.8395 0.9035 0.0090
O -0.32962 -2.52803 1.04533 3.7686 2.5136 -1.8048
O 3.57238 0.89397 -0.16167 5.0820 -3.8679 -1.8529
O -3.17062 0.21497 0.79133 -1.7437 1.2767 0.2879
O 1.24738 1.50197 0.99333 0.6625 1.0270 0.3009
O 0.21438 3.31497 -0.79267 -1.3211 3.4237 0.5529
O -1.62262 -0.30103 2.90233 1.3277 1.4924 0.3987
O -0.72162 -2.56603 -3.62667 -0.7690 -3.5227 0.4340
O -0.32262 -0.13803 -0.38367 -3.7740 -1.1961 8.8307
O 0.35238 0.44297 -2.17767 0.6939 -0.2298 -1.9446
O -2.68162 -1.21903 -2.01467 3.6522 -3.3807 4.3474
H 0.24538 0.46397 0.13633 1.2163 1.0114 0.2735
H 3.08338 -1.84503 -1.46167 0.5284 0.0425 -0.0366
H -4.02462 0.69597 1.00533 1.5576 -0.9066 -0.3758
H -0.22062 -3.44403 -3.71167 -0.8499 2.3521 0.1591
H -3.12162 -0.76803 -2.63567 -2.0714 2.2390 -3.9986
H 0.35738 -3.18303 0.91333 -0.0218 -0.1078 0.0073
H 1.00738 -0.89203 2.99333 -0.4296 0.1987 -0.3309
H -0.17462 -1.84203 -3.81067 1.7396 1.2213 -0.4872
H -0.20462 -0.39203 -1.22767 1.3575 -0.8681 -4.6806
H 0.01838 3.88997 0.01333 0.1310 -0.5367 -1.9076
H -0.05762 0.71597 -2.93567 -1.8323 1.3739 -3.0929
H 0.48138 2.58497 -0.29167 1.2369 -2.6628 1.2172
H 3.87038 1.66497 -0.54167 0.6979 2.7287 -1.1159
H -0.13862 2.35297 3.36033 0.0529 -0.0405 0.2679
H 2.77138 0.98097 0.19233 -5.7075 1.3753 2.8889
H 1.65138 0.27997 2.14133 -0.6961 0.3239 -0.6842
H -1.08762 -2.90503 1.32133 -3.8029 -2.1907 1.6557
H -1.31562 0.66997 2.78333 -0.4485 -1.7691 0.6398
H -3.43562 -0.65503 0.49833 -0.2465 -0.3158 -0.4839
H -0.53562 -0.92903 0.12933 -0.0498 -0.5964 1.2855
H 1.19938 0.79097 -2.21967 2.7710 0.9719 -0.0055
H -2.30962 -0.31403 2.24833 -0.6781 -0.0764 -0.4525
H 1.79338 2.19197 1.48333 -1.1787 -1.3862 -1.0971
H -0.23862 2.03397 1.92033 1.7704 -0.6934 -2.0922
H 2.49038 -0.48603 -0.98367 0.5333 -1.3053 0.0640
H -1.92462 -1.79103 -2.33167 -1.6163 0.9300 -0.3939
```
Forces are in eV/Å.

- ΔE to the lowest compared entry with this formula, charge and spin (kcal/mol) = 130.37
- molecular weight (Da) = 234.2
- energy (Ha) = -993.56547
- gap between HOMO and LUMO (eV) = 9.2